1.
Below is the molecule C3H5N2P, with properties calculated with ωB97M-V/def2-TZVPD.

## Properties
- SMILES string = CP1=CN=CN=1
- frontier orbital gap (Ha) = 0.340
- LUMO energy (eV) = 0.038

ORCA input file:
```
! wB97M-V def2-TZVPD RIJCOSX def2/J DEFGRID3
* xyz 0 1
H 1.457 -0.200 1.053
N -1.276 1.015 0.842
H -0.098 -1.317 -1.785
H 2.291 1.283 0.534
H 2.325 -0.168 -0.494
C -0.488 -0.647 -1.029
H -2.773 -0.332 1.155
P 0.226 1.005 -0.720
C 1.725 0.417 0.201
N -1.504 -1.004 -0.356
C -1.884 -0.050 0.597
*
```

---

2.
Below is a structure of composition C3H5N2P, with properties calculated with ωB97M-V/def2-TZVPD.

## Properties
- frontier orbital gap (Ha) = 0.293
- LUMO energy (eV) = -0.825

ORCA input file:
```
! wB97M-V def2-TZVPD RIJCOSX def2/J DEFGRID3
* xyz 0 1
H -2.490 -0.778 -0.382
H -1.885 0.109 0.944
P 0.155 -0.827 -0.179
N 1.654 -0.966 0.778
C 2.497 -0.166 0.133
H -1.710 0.702 -0.679
H 2.548 1.092 -1.596
H 3.565 -0.356 0.337
C 1.923 0.632 -0.862
C -1.788 -0.120 -0.057
N 0.580 0.454 -1.013
*
```

---

3.
Below is the molecule C3H5N2PS, with properties calculated with ωB97M-V/def2-TZVPD.

## Properties
- frontier orbital gap (spin up / spin down) (Ha) = 0.239 / 0.215
- LUMO energy (spin up / spin down) (eV) = 0.370 / -2.223

ORCA input file:
```
! wB97M-V def2-TZVPD RIJCOSX def2/J DEFGRID3
* xyz 0 3
C -0.962 0.396 -1.760
H -0.053 0.516 1.766
C 0.599 1.222 1.382
S -1.094 1.666 -2.802
C 0.262 1.709 0.089
N 0.068 2.496 -0.743
N -0.328 2.832 -1.837
H -0.587 -2.055 -2.064
H 0.670 2.017 2.186
H -1.520 -1.354 -3.508
H 1.527 0.677 1.327
P -1.694 -1.164 -2.107
*
```

---

4.
Below is the molecule C3H5N3, with properties calculated with ωB97M-V/def2-TZVPD.

## Properties
- SMILES string = Cc1c[nH]nn1
- frontier orbital gap (Ha) = 0.384
- LUMO energy (eV) = 0.906

ORCA input file:
```
! wB97M-V def2-TZVPD RIJCOSX def2/J DEFGRID3
* xyz 0 1
N 1.895 0.310 -0.061
H -2.103 0.428 -0.677
H 0.536 1.073 -1.578
C 0.687 0.535 -0.652
H -2.198 -0.013 1.028
N 0.510 -0.697 1.185
N 1.765 -0.431 1.037
H -2.011 -1.265 -0.186
C -1.701 -0.249 0.080
H 2.841 0.584 -0.289
C -0.203 -0.119 0.172
*
```

---

5.
Below is a cluster of 2 separate species, C3H5N3 in total, with properties calculated with ωB97M-V/def2-TZVPD.

## Properties
- frontier orbital gap (Ha) = 0.341
- LUMO energy (eV) = -0.023

ORCA input file:
```
! wB97M-V def2-TZVPD RIJCOSX def2/J DEFGRID3
* xyz 0 1
N 0.430 0.948 -0.312
C -1.480 -1.367 0.009
H 0.344 -1.958 -1.377
H -0.751 0.512 1.342
C 0.643 -0.215 -0.814
C 0.156 1.092 1.134
H 0.041 2.156 1.342
N -1.425 -2.267 -0.744
H -0.035 1.600 -0.936
H 1.005 0.697 1.694
N 1.071 -1.197 -1.338
*
```

---

6.
Below is the molecule C3H5N3, with properties calculated with ωB97M-V/def2-TZVPD.

## Properties
- SMILES string = Nc1ccn[nH]1
- frontier orbital gap (Ha) = 0.337
- LUMO energy (eV) = 0.839

ORCA input file:
```
! wB97M-V def2-TZVPD RIJCOSX def2/J DEFGRID3
* xyz 0 1
N -1.268 -0.591 -1.176
H 1.963 0.572 1.314
C -0.700 0.000 0.954
N 0.033 -0.357 -1.092
H -2.621 0.168 -0.378
C -1.755 -0.333 0.031
C 0.429 -0.018 0.159
N 1.783 0.175 0.405
H 0.573 -0.505 -1.920
H -0.692 0.192 2.026
H 2.256 0.697 -0.322
*
```

---

7.
Below is the molecule C3H5N3, with properties calculated with ωB97M-V/def2-TZVPD.

## Properties
- SMILES string = C/N=C(\N)C#N
- frontier orbital gap (Ha) = 0.367
- LUMO energy (eV) = 0.597

ORCA input file:
```
! wB97M-V def2-TZVPD RIJCOSX def2/J DEFGRID3
* xyz 0 1
H -1.358 -2.224 -0.200
N -0.097 1.635 -2.670
C 0.102 1.255 -1.596
H 1.079 1.015 1.559
C 0.237 0.594 -0.290
N 1.094 1.246 0.578
H 0.160 -2.219 0.703
C -0.730 -1.627 0.463
H -1.308 -1.434 1.373
H 1.254 2.223 0.373
N -0.433 -0.462 -0.293
*
```

---

8.
Below is the molecule C3H5N3, with properties calculated with ωB97M-V/def2-TZVPD.

## Properties
- SMILES string = Cn1cnnc1
- frontier orbital gap (Ha) = 0.393
- LUMO energy (eV) = 0.703

ORCA input file:
```
! wB97M-V def2-TZVPD RIJCOSX def2/J DEFGRID3
* xyz 0 1
H 0.268 0.870 -1.934
H 1.396 0.386 1.200
N -0.279 0.137 0.008
H -1.035 -1.389 1.349
C 0.547 0.982 0.854
H 0.928 1.804 0.245
H 0.001 1.378 1.710
C -0.048 0.024 -1.336
N -0.314 -1.172 -1.768
N -0.746 -1.904 -0.681
C -0.718 -1.115 0.352
*
```

---

9.
Below is a cluster of 4 separate species, C3H5N3 in total, with properties calculated with ωB97M-V/def2-TZVPD.

## Properties
- frontier orbital gap (Ha) = 0.326
- LUMO energy (eV) = -0.580

ORCA input file:
```
! wB97M-V def2-TZVPD RIJCOSX def2/J DEFGRID3
* xyz 0 1
H 2.352 -1.428 0.036
C 1.609 0.691 0.047
H -2.002 -0.935 -1.299
N 0.358 1.182 -0.001
H -2.266 -0.780 1.506
N 0.293 -1.072 -0.049
H 2.440 1.360 -0.113
N -0.362 0.066 -0.038
C -1.821 0.051 0.012
C 1.582 -0.699 0.039
H -2.183 1.566 -0.139
*
```

---

10.
Below is the molecule C3H5N3, with properties calculated with ωB97M-V/def2-TZVPD.

## Properties
- SMILES string = Cn1ccnn1
- frontier orbital gap (Ha) = 0.391
- LUMO energy (eV) = 0.877

ORCA input file:
```
! wB97M-V def2-TZVPD RIJCOSX def2/J DEFGRID3
* xyz 0 1
H 0.956 -0.141 -2.198
C 0.748 0.579 -1.397
H -1.048 -1.002 2.582
H 1.244 -1.147 0.997
C -0.848 -0.622 1.590
H 0.108 1.368 -1.786
N -0.032 0.044 -0.288
H 1.678 1.028 -1.038
N -1.302 0.479 -0.204
C 0.294 -0.660 0.826
N -1.798 0.074 0.916
*
```

---

11.
Below is the molecule C3H5N3, with properties calculated with ωB97M-V/def2-TZVPD.

## Properties
- SMILES string = Nc1cn[nH]c1
- frontier orbital gap (Ha) = 0.331
- LUMO energy (eV) = 0.978

ORCA input file:
```
! wB97M-V def2-TZVPD RIJCOSX def2/J DEFGRID3
* xyz 0 1
C -0.022 1.303 0.107
C 0.609 -0.692 -0.294
C -0.547 0.054 -0.076
H 2.580 -0.626 0.148
H -0.426 2.299 0.072
H -1.897 -1.412 0.115
N 1.652 1.141 0.443
N 1.726 -0.088 0.092
N -1.842 -0.444 -0.164
H -2.532 0.076 0.357
H 0.700 -1.610 -0.801
*
```

---

12.
Below is the molecule C3H5N3, with properties calculated with ωB97M-V/def2-TZVPD.

## Properties
- SMILES string = Cc1cn[nH]n1
- frontier orbital gap (Ha) = 0.390
- LUMO energy (eV) = 0.998

ORCA input file:
```
! wB97M-V def2-TZVPD RIJCOSX def2/J DEFGRID3
* xyz 0 1
H 0.059 2.196 0.102
N 1.877 1.067 -0.112
H 2.581 -1.086 0.322
H -2.030 -0.225 -0.981
C -0.134 -0.073 0.019
N 1.953 -0.516 -0.282
H -2.160 0.263 0.714
C 0.595 1.232 0.004
H -1.856 -1.425 0.286
C -1.616 -0.384 0.022
N 0.736 -1.022 -0.099
*
```

---

13.
Below is the molecule C3H5N3, with properties calculated with ωB97M-V/def2-TZVPD.

## Properties
- frontier orbital gap (spin up / spin down) (Ha) = 0.268 / 0.267
- LUMO energy (spin up / spin down) (eV) = -0.940 / -0.955

ORCA input file:
```
! wB97M-V def2-TZVPD RIJCOSX def2/J DEFGRID3
* xyz 0 1
H 0.295 -2.098 0.696
C -0.761 0.353 -0.501
N 0.592 1.826 -1.674
N 1.566 0.419 0.033
C 0.465 -1.163 1.231
H -0.328 -0.927 1.935
C 0.403 -0.037 0.182
H -1.749 -0.036 -0.343
H 1.399 -1.262 1.803
H -1.372 1.626 -1.977
N -0.522 1.330 -1.448
*
```

---

14.
Below is a structure of composition C3H5N3, with properties calculated with ωB97M-V/def2-TZVPD.

## Properties
- frontier orbital gap (Ha) = 0.367
- LUMO energy (eV) = 0.514

ORCA input file:
```
! wB97M-V def2-TZVPD RIJCOSX def2/J DEFGRID3
* xyz 0 1
C -2.034 -1.109 -0.277
H 1.718 -0.172 0.860
N 0.328 -1.761 -0.490
N -3.175 -1.303 -0.309
H 1.726 0.233 -0.820
C 1.367 0.593 0.154
C -0.619 -1.087 -0.295
H -0.514 0.952 1.095
N -0.114 0.727 0.186
H -0.511 1.379 -0.488
H 1.828 1.549 0.384
*
```

---

15.
Below is a cluster of 2 separate species, C3H5N3 in total, with properties calculated with ωB97M-V/def2-TZVPD.

## Properties
- SMILES string = N#CC#N.CN
- frontier orbital gap (Ha) = 0.373
- LUMO energy (eV) = 0.262

ORCA input file:
```
! wB97M-V def2-TZVPD RIJCOSX def2/J DEFGRID3
* xyz 0 1
H 0.978 -1.254 0.670
N 0.360 -1.337 -2.974
H -0.928 -0.154 1.626
N 0.764 -0.299 0.401
H 0.545 0.450 2.418
N -1.788 1.009 -1.081
H 1.653 0.166 0.247
C 0.015 0.376 1.457
C -0.258 -0.617 -2.310
C -1.061 0.265 -1.590
H -0.245 1.387 1.128
*
```

---

16.
Below is the molecule C3H5N3, with properties calculated with ωB97M-V/def2-TZVPD.

## Properties
- SMILES string = Cc1cn[nH]n1
- frontier orbital gap (Ha) = 0.403
- LUMO energy (eV) = 1.169

ORCA input file:
```
! wB97M-V def2-TZVPD RIJCOSX def2/J DEFGRID3
* xyz 0 1
N 1.867 -0.446 0.200
H -2.047 -0.486 0.988
C 0.554 1.105 -0.192
H -2.172 0.523 -0.463
H 0.205 2.098 -0.437
C -1.647 -0.328 -0.019
N 0.699 -1.057 0.257
N 1.852 0.844 -0.067
H -1.867 -1.220 -0.611
C -0.174 -0.081 0.012
H 2.730 -0.951 0.331
*
```

---

17.
Below is the molecule C3H5N3, with properties calculated with ωB97M-V/def2-TZVPD.

## Properties
- SMILES string = Cn1nccn1
- frontier orbital gap (Ha) = 0.407
- LUMO energy (eV) = 1.154

ORCA input file:
```
! wB97M-V def2-TZVPD RIJCOSX def2/J DEFGRID3
* xyz 0 1
H -0.350 2.255 -0.277
H -1.739 -2.064 -0.711
C 0.316 -1.607 0.074
N -1.060 -0.111 -0.643
H 0.785 -2.514 0.362
H 1.363 2.015 0.085
N 0.103 0.364 -0.275
C -0.940 -1.392 -0.452
H 0.178 1.838 1.343
C 0.362 1.705 0.300
N 0.982 -0.487 0.194
*
```

---

18.
Below is a cluster of 2 separate species, C3H5N3 in total, with properties calculated with ωB97M-V/def2-TZVPD.

## Properties
- frontier orbital gap (spin up / spin down) (Ha) = 0.309 / 0.309
- LUMO energy (spin up / spin down) (eV) = -0.736 / -0.734

ORCA input file:
```
! wB97M-V def2-TZVPD RIJCOSX def2/J DEFGRID3
* xyz 0 1
H -1.692 -0.036 1.391
H 0.196 -2.136 -1.413
N -0.304 -0.477 -0.306
C -0.896 0.183 0.573
H 1.499 -1.437 -0.438
C 0.432 -1.692 -0.443
N -1.108 1.352 1.017
N 1.023 1.321 -0.699
C 0.420 2.164 -0.143
H 0.194 3.179 0.111
H 0.236 -2.421 0.349
*
```

---

19.
Below is the molecule C3H5N3, with properties calculated with ωB97M-V/def2-TZVPD.

## Properties
- frontier orbital gap (Ha) = 0.319
- LUMO energy (eV) = 0.031

ORCA input file:
```
! wB97M-V def2-TZVPD RIJCOSX def2/J DEFGRID3
* xyz 0 1
C -1.627 -0.400 -0.074
H 0.770 2.553 0.056
C 1.415 1.696 0.089
N 2.312 0.920 0.125
N 2.050 -0.624 0.074
H -1.834 -1.063 -0.929
N -0.233 0.079 -0.031
H 0.652 -1.885 0.010
H -2.306 0.453 -0.164
C 0.734 -0.786 0.009
H -1.919 -0.947 0.836
*
```

---

20.
Below is the molecule C3H5N3, with properties calculated with ωB97M-V/def2-TZVPD.

## Properties
- frontier orbital gap (Ha) = 0.255
- LUMO energy (eV) = 0.644

ORCA input file:
```
! wB97M-V def2-TZVPD RIJCOSX def2/J DEFGRID3
* xyz 0 1
H 1.863 0.560 -0.125
N -0.821 0.905 1.265
N 0.444 1.248 1.318
C 0.707 -0.989 -1.411
N 0.928 0.588 0.285
H 0.213 -1.167 -2.352
H 1.293 -1.820 -1.024
H -1.435 1.282 1.977
H -2.124 -0.401 0.199
C -1.139 0.033 0.273
C 0.068 -0.239 -0.407
*
```

---

Values of energy above the lowest of the compared OMol25 structures with the same formula, charge and spin, in order: 108.59, 172.84, 332.02, 95.60, 333.41, 177.19, 147.96, 97.57, 786.64, 124.21, 296.72, 187.89, 541.01, 248.53, 170.00, 74.08, 150.53, 542.58, 424.84, 383.31, all in kJ/mol.
Values of strongest force on any atom, in order: 3.45, 4.70, 4.01, 0.50, 1.19, 2.83, 1.24, 0.34, 5.13, 0.43, 6.10, 3.10, 3.13, 1.61, 1.16, 0.27, 3.80, 1.13, 1.91, 0.99, all in eV/Å.
Values of E_tot, in order: -568.11504, -568.09057, -966.06884, -281.55364, -281.46306, -281.52256, -281.53370, -281.55289, -281.29043, -281.54274, -281.47704, -281.51849, -281.38399, -281.49539, -281.52530, -281.56184, -281.53272, -281.38339, -281.42824, -281.44405, all in Ha.